# 1
Density functional theory data (ωB97M-V/def2-TZVPD) for one molecule with the formula C5H7NO.

```
! RIJCOSX wB97M-V def2-TZVPD def2/J DEFGRID3
* xyz 0 1
C -0.149 0.466 -0.382
N 1.080 -1.098 1.374
C -1.372 -0.386 -0.182
C 1.146 -0.270 -0.838
H 1.896 0.463 -1.157
H 0.413 -1.028 2.135
O -0.277 1.731 -0.975
C 1.655 -1.065 0.315
H -2.344 0.040 -0.433
C -0.614 0.179 0.976
H -1.064 0.961 1.588
H -1.273 -1.446 -0.427
H -0.068 2.390 -0.301
H 0.972 -0.936 -1.691
*
```

## Properties
orbital gap (alpha / beta): 8.04 / 8.04 eV
LUMO (alpha / beta): 0.447 / 0.446 eV

Results of the Mulliken charge analysis, in e, for atoms 1 through 2: 0.7409, -0.1529



# 2
Density functional theory data (ωB97M-V/def2-TZVPD) for a 2-piece molecular cluster, C4H11NO overall at a distorted geometry.

```
! RIJCOSX wB97M-V def2-TZVPD def2/J DEFGRID3
* xyz 1 2
H 1.755 -1.271 0.298
H 0.762 -2.462 -0.874
O 2.937 1.288 3.863
H -1.146 2.260 -2.243
H -2.251 0.924 -0.275
N -0.237 -0.967 -0.132
C -0.798 1.269 -1.947
H -2.130 -1.671 -0.678
H -2.747 0.310 -1.888
H 2.155 1.584 4.346
H 3.097 0.398 4.204
C -1.914 0.449 -1.215
H -0.006 1.444 -1.244
H -0.496 0.838 -2.911
C 0.860 -1.551 -0.275
H -1.118 -1.465 -2.007
C -1.368 -0.964 -1.065
*
```

## Properties
orbital gap (alpha / beta): 8.60 / 5.40 eV
LUMO (alpha / beta): -5.439 / -8.634 eV
expectation value of S²: 0.76

Results of the Mulliken charge analysis, in e, for atoms 1 through 2: 0.3239, 0.3180



# 3
Density functional theory data (ωB97M-V/def2-TZVPD) for a 2-piece molecular cluster, C3H7BrS overall at a distorted geometry.

```
! RIJCOSX wB97M-V def2-TZVPD def2/J DEFGRID3
* xyz 0 1
H -1.611 0.255 -0.388
H -0.526 2.002 -1.406
H 0.357 -1.530 2.589
S -0.778 -1.177 2.025
H -0.506 -0.487 -1.424
C -0.005 -0.591 0.621
C 0.052 1.378 -0.802
H 1.160 1.222 -1.146
H 0.274 1.800 0.146
Br 1.171 -2.790 -0.605
C -0.595 0.061 -0.521
H 1.008 -0.143 0.911
*
```

## Properties
orbital gap (alpha / beta): 7.37 / 7.37 eV
LUMO (alpha / beta): -1.444 / -1.444 eV

Results of the Mulliken charge analysis, in e, for atoms 1 through 2: 0.3421, 0.3854



# 4
Density functional theory data (ωB97M-V/def2-TZVPD) for a 8-piece molecular cluster, C25H35Cl10N3 overall at a distorted geometry.

```
! RIJCOSX wB97M-V def2-TZVPD def2/J DEFGRID3
* xyz 0 1
C 6.330 -1.186 0.114
Cl -1.674 0.606 -1.400
H 3.633 -2.386 1.714
H 5.701 -1.213 2.209
H 7.182 -0.528 0.239
N 4.796 5.110 1.020
H -2.002 -4.274 -2.710
C -2.434 4.103 -0.256
C 0.492 -2.035 -2.969
H -4.411 -5.105 0.702
C 5.565 -1.563 1.190
H 2.472 -2.371 -2.171
H -0.552 5.100 0.332
H -0.589 -0.710 6.484
H 0.815 0.957 0.234
Cl -0.098 3.654 -1.466
H 0.792 -0.466 -0.773
C -0.477 -0.158 4.391
H -2.915 -2.709 -0.586
H -1.047 -0.966 3.918
N 1.235 -3.973 -1.772
C 6.000 -1.668 -1.152
H -1.333 5.594 -1.246
C -4.302 -4.211 0.099
C 4.425 -2.321 0.981
H -1.543 -1.032 0.298
Cl -4.579 -1.373 -2.576
C -0.777 -2.595 -3.108
Cl 1.092 -1.098 1.465
C -1.018 -3.849 -2.555
C -2.930 -3.544 0.112
Cl -3.561 5.286 0.582
H -2.877 3.811 -1.202
Cl -5.618 -3.063 0.476
H -1.541 -2.089 -3.681
H 6.671 -1.502 -1.984
H 1.551 5.764 1.678
H 0.685 -1.034 -3.329
H -2.084 -4.181 -0.117
C 2.425 5.148 1.539
H -1.406 0.651 0.925
H -4.498 -4.472 -0.944
C 2.449 3.761 1.587
H 3.693 1.964 1.357
Cl -0.752 1.291 3.441
Cl -2.774 0.062 5.923
C 4.748 3.771 1.083
H -0.681 1.034 6.122
Cl -6.449 1.810 -4.693
C -6.110 0.748 -3.310
H 5.725 3.300 1.076
C 0.425 -0.056 0.166
H -0.074 -5.539 -1.629
Cl -2.676 -2.914 1.784
H 0.534 -0.538 4.265
C -1.091 -0.058 0.169
H 3.368 -3.469 -0.468
C 0.025 -4.509 -1.954
C 3.587 3.037 1.283
H -2.415 3.285 0.454
N 4.950 -2.465 -1.345
C -4.694 0.194 -3.411
H -6.440 1.288 -2.429
H -6.780 -0.110 -3.404
H -4.044 0.901 -2.897
C 3.637 5.746 1.210
H 1.485 3.292 1.773
C -1.121 4.799 -0.538
C -1.001 0.041 5.816
H -4.417 0.020 -4.443
H 3.623 6.784 0.884
C 4.202 -2.800 -0.283
C 1.474 -2.776 -2.290
*
```

## Properties
orbital gap: 10.01 eV
LUMO: 0.417 eV

Results of the Mulliken charge analysis, in e, for atoms 1 through 2: -0.4368, -0.2155



# 5
Density functional theory data (ωB97M-V/def2-TZVPD) for F2O2S as an isolated structure at a distorted geometry.

```
! RIJCOSX wB97M-V def2-TZVPD def2/J DEFGRID3
* xyz 0 1
F 2.044 0.423 0.139
O -1.471 0.185 1.186
F -0.494 -1.440 -0.542
S -0.741 0.150 -0.300
O 0.661 0.682 -0.483
*
```

## Properties
orbital gap (alpha / beta): 8.47 / 8.47 eV
LUMO (alpha / beta): -3.257 / -3.263 eV

Results of the Mulliken charge analysis, in e, for atoms 1 through 2: -0.1267, -0.4522



# 6
Density functional theory data (ωB97M-V/def2-TZVPD) for C34H36ClIN5OSbSe4Ti as an isolated structure at a distorted geometry.

```
! RIJCOSX wB97M-V def2-TZVPD def2/J DEFGRID3
* xyz 0 3
H 2.872 -0.863 -2.242
C 0.259 0.692 -3.543
H 0.110 4.851 2.291
C -1.773 1.876 -4.095
C -1.140 2.487 1.752
H -1.505 -1.359 5.075
C 2.835 3.006 3.076
H 0.718 2.721 -1.272
H 0.801 -4.090 -1.550
C 0.757 3.994 2.430
C -3.417 -0.883 -0.276
C -0.890 1.400 -3.077
C 4.098 2.587 -1.307
C 2.824 3.065 -1.559
O 0.808 -1.269 -0.823
H -2.048 2.122 -1.402
Cl -0.074 0.724 -7.537
N 1.048 1.636 2.298
H -1.287 2.909 0.754
H -0.590 0.737 3.532
H -3.548 1.702 2.022
C 3.068 0.796 -0.107
Se 1.384 -1.341 1.934
C -3.762 -0.137 0.988
C -1.460 -2.944 1.624
C 1.728 2.378 -1.061
C -1.440 -3.782 2.713
N -2.157 -0.900 -0.727
H 0.739 -3.647 0.167
C -1.509 0.436 3.034
C -1.162 1.594 -1.725
C -4.450 -1.513 -0.964
H 0.969 0.312 -2.817
C 2.827 -1.893 -1.899
H 4.975 3.099 -1.683
H 2.853 0.858 2.915
Se 2.206 -4.869 3.647
H 3.689 -2.121 -1.261
H 2.283 -4.111 -0.587
H 3.152 -0.110 0.478
I 6.071 0.593 -0.088
C -4.191 -2.180 -2.147
C -0.381 0.984 -5.839
H -5.455 -1.466 -0.568
C 1.606 -2.178 -1.116
H -2.211 2.045 -6.180
N 1.837 1.256 -0.344
H -3.712 -0.810 1.844
C 4.213 1.426 -0.559
Sb 3.254 -2.802 2.941
N -1.580 1.075 1.700
C -2.991 1.151 1.253
H -4.809 0.162 0.907
H -0.915 -1.463 -2.275
H -0.520 1.139 -0.977
H -4.987 -2.668 -2.693
H -2.629 -2.646 -3.564
H -1.462 -3.328 0.610
H -3.012 1.749 0.343
H -2.665 2.409 -3.786
N -1.437 -1.609 1.737
Se 4.874 -3.239 1.144
H 2.454 5.125 3.089
C 0.288 2.713 2.172
H -1.327 -3.845 4.858
H -2.348 0.759 3.668
C 2.287 1.774 2.768
C 1.339 -3.589 -0.737
C -1.501 -1.071 2.955
C 0.504 0.497 -4.890
H -1.788 3.049 2.439
H 3.842 3.062 3.465
C -2.891 -2.175 -2.627
H 2.888 -2.576 -2.750
C -1.500 -1.842 4.107
H 1.391 -0.032 -5.220
Ti -0.041 -0.362 0.506
C -1.922 -1.526 -1.890
C -1.521 1.674 -5.432
C -1.417 -3.215 3.985
H -1.395 -4.853 2.581
C 2.060 4.140 2.877
H 2.670 3.955 -2.153
Se 4.239 -1.416 4.665
*
```

## Properties
orbital gap (alpha / beta): 4.21 / 2.96 eV
LUMO (alpha / beta): -1.124 / -2.377 eV
expectation value of S²: 2.02

Results of the Mulliken charge analysis, in e, for atoms 1 through 2: 0.1303, 0.3928



# 7
Density functional theory data (ωB97M-V/def2-TZVPD) for a 3-piece molecular cluster, C4H11NO4S overall at a distorted geometry.

```
! RIJCOSX wB97M-V def2-TZVPD def2/J DEFGRID3
* xyz -1 2
C -0.913 -0.113 0.108
H 0.536 -0.770 1.327
O -1.461 2.227 -0.217
C 1.493 0.501 0.156
H 1.067 2.804 2.915
N 0.265 0.157 0.997
H -1.011 0.950 -1.793
C -1.160 1.192 -0.715
H 0.059 1.771 2.495
O 0.094 2.650 2.890
O 3.607 -2.128 -0.063
C -0.838 -1.285 -0.825
O 2.575 -0.011 0.756
H 1.515 1.607 0.250
H 0.113 -1.169 -1.374
H 3.030 -2.658 -0.644
H 3.246 -1.199 0.218
H -0.583 -2.200 -0.256
S -2.318 -1.595 -1.798
H -1.782 -0.160 0.780
H 1.398 0.218 -0.923
*
```

## Properties
orbital gap (alpha / beta): 6.94 / 4.39 eV
LUMO (alpha / beta): 2.730 / 0.203 eV
expectation value of S²: 0.75

Results of the Mulliken charge analysis, in e, for atoms 1 through 2: -0.0095, 0.2354



# 8
Density functional theory data (ωB97M-V/def2-TZVPD) for a 12-piece molecular cluster, C35H51F7N2O31S3 overall at a distorted geometry.

```
! RIJCOSX wB97M-V def2-TZVPD def2/J DEFGRID3
* xyz 0 1
H 1.103 -1.615 -3.845
H -4.270 -6.409 2.483
O 0.942 -3.291 2.549
C -4.598 4.237 -1.512
H 2.390 3.522 -1.501
H 5.266 -1.996 2.771
C -0.280 0.120 -1.645
F -5.387 2.073 -1.807
H -2.492 1.355 -1.437
O -0.664 5.903 0.178
O 5.159 2.073 1.232
N 4.273 4.303 -0.992
C -1.763 0.765 0.540
O 1.913 3.035 2.478
C 2.376 -2.923 -0.990
O 0.692 3.334 4.222
H 1.928 -5.632 -1.346
O 0.794 -0.063 0.848
C 1.521 -4.928 -0.619
H -1.682 4.215 -3.538
H -1.982 1.684 1.084
C 4.101 -0.286 2.001
C -2.495 0.464 -0.809
F -0.349 -3.511 -0.014
H -4.408 -2.666 -4.556
H -3.720 3.727 -1.908
O 2.043 -5.076 3.190
H 1.916 5.165 2.664
O -1.463 4.697 -1.594
H -0.480 0.921 -2.357
H -2.568 -6.646 2.023
O 2.149 1.552 4.204
H -2.050 -0.939 -2.532
H -1.931 -0.145 1.116
O 3.838 5.455 -0.959
F -0.088 6.258 -3.524
O -2.510 -4.943 -1.540
O -1.065 0.762 4.407
C 0.852 -2.049 4.500
N -2.300 0.784 4.326
H -0.412 -1.790 2.780
H -3.592 2.175 5.172
O -4.629 4.505 -0.143
C -0.879 4.175 -2.803
O -3.012 -0.184 4.502
C -5.806 3.321 -1.706
C 6.389 0.567 3.069
H -5.275 -2.658 -2.954
C 1.126 0.397 -5.793
H 3.824 -1.687 3.768
H 1.136 4.683 -3.456
H 3.991 -1.138 -4.729
H 2.143 -2.702 -4.624
H -6.300 3.634 -2.626
C -1.632 -0.631 -1.573
H 1.025 -1.072 4.950
O -3.233 -4.860 1.649
C -0.512 5.352 -0.902
O -3.365 -3.412 -2.962
O 3.250 -2.083 -1.187
C 1.341 4.322 2.280
C -2.966 2.153 4.280
O 1.247 -2.970 -1.676
C -5.780 4.001 0.425
H 1.232 -5.494 0.267
C 0.146 4.159 3.162
H 1.178 1.113 -6.613
C 5.488 -0.191 3.955
H 0.349 -1.603 -6.223
C 1.665 2.572 3.680
H -4.712 5.113 -2.150
H -3.613 2.259 3.410
C -2.685 -5.485 3.832
H -0.182 -4.376 -1.768
C 1.863 -1.648 -4.625
H 1.143 4.661 1.264
C -3.282 -5.949 2.462
H -1.588 -1.443 -0.847
S 2.572 0.847 -4.730
F -1.355 -5.791 3.644
C 3.083 -0.836 -4.208
H 3.760 2.331 -1.371
C 1.287 -1.149 -5.902
S 5.567 0.684 1.418
C 0.437 -3.918 -0.996
O 0.429 2.271 -0.068
F -0.912 3.615 2.543
H 6.606 1.571 3.434
H 0.302 0.671 -5.134
H 6.201 -0.445 4.739
H 4.699 0.438 4.367
O 2.437 -3.982 -0.234
H 1.390 -1.316 2.614
H -3.500 0.104 -0.586
H -6.233 -4.706 -3.621
H -2.173 2.900 4.319
H 0.671 -0.304 -1.969
F -0.251 -2.424 5.137
H -3.110 -5.959 4.717
F -4.791 -5.213 -4.848
O 6.221 -0.034 0.310
O -2.821 -4.072 3.669
C 3.265 3.199 -0.937
O 1.817 -3.105 4.525
O -6.585 3.481 -0.536
O 0.659 5.423 -1.613
H 1.989 -1.465 -6.674
C 1.654 -3.925 3.413
C 0.635 -2.001 3.001
C 4.602 -1.225 3.161
H -0.158 5.113 3.593
O 3.653 1.332 -5.580
O 2.137 1.590 -3.567
O 5.456 3.994 -1.158
H 3.601 -0.823 1.195
C -5.150 -4.626 -3.715
O -4.477 -5.275 -2.682
C -3.367 -4.596 -2.256
H 7.311 0.012 2.893
H 3.319 -0.692 -3.153
C -4.598 -3.192 -3.620
S -0.021 0.882 0.089
H 3.009 2.970 0.098
C -3.060 -3.721 2.377
O -3.088 -2.554 1.948
H 3.367 0.341 2.507
O -6.113 4.175 1.593
C 0.305 5.135 -2.913
H -0.472 3.191 -2.567
*
```

## Properties
orbital gap: 9.10 eV
LUMO: -0.408 eV

Results of the Mulliken charge analysis, in e, for atoms 1 through 2: -0.3621, 0.3004



# 9
Density functional theory data (ωB97M-V/def2-TZVPD) for one molecule with the formula C2H3N3S at a distorted geometry.

```
! RIJCOSX wB97M-V def2-TZVPD def2/J DEFGRID3
* xyz 0 1
S 0.046 -2.328 0.275
N 0.176 -0.605 -0.081
H -0.363 0.081 1.851
C -0.181 0.349 0.840
N 0.432 -0.039 -1.288
N 0.177 1.231 -1.172
H 0.540 -2.651 -0.913
C -0.267 1.504 0.113
H -0.561 2.457 0.374
*
```

## Properties
orbital gap: 9.79 eV
LUMO: 0.276 eV

Results of the Mulliken charge analysis, in e, for atoms 1 through 2: -0.1190, 0.3763



# 10
Density functional theory data (ωB97M-V/def2-TZVPD) for one molecule with the formula Cl4H2Si2 at a distorted geometry.

```
! RIJCOSX wB97M-V def2-TZVPD def2/J DEFGRID3
* xyz 0 1
Si -0.528 -0.344 0.984
H 0.300 -0.479 2.424
H 0.986 1.852 -0.908
Cl -1.617 -2.088 0.859
Cl -1.893 1.037 1.273
Cl 2.513 -0.442 -1.058
Cl -0.450 0.035 -2.688
Si 0.688 0.429 -0.885
*
```

## Properties
orbital gap: 10.49 eV
LUMO: -0.086 eV

Results of the Mulliken charge analysis, in e, for atoms 1 through 2: 0.4600, -0.0497



# 11
Density functional theory data (ωB97M-V/def2-TZVPD) for C14H31AuINO4SSi as an isolated structure.

```
! RIJCOSX wB97M-V def2-TZVPD def2/J DEFGRID3
* xyz 0 1
H 0.740 -4.241 -4.553
S -1.158 -0.652 -2.313
H -0.544 -4.258 -6.865
H -3.128 0.000 -5.977
I -0.391 -0.771 4.785
H -2.532 1.951 -2.829
H 0.222 -2.713 -7.277
H -0.331 1.706 3.858
H -1.556 3.366 -6.139
C 3.480 -0.013 -4.698
H -2.762 -3.127 -5.090
C 2.138 0.639 -5.003
C -0.625 -3.174 -6.768
Si -0.413 -0.167 -4.232
H 2.806 2.647 -5.460
C -0.646 -2.768 -5.301
H 0.711 -2.744 -3.610
H -4.367 1.034 -5.240
H -3.305 3.138 -6.312
C -2.629 2.571 -3.720
H -3.371 -0.018 -4.225
H 0.821 0.900 -6.707
N -1.310 0.164 1.702
Au 0.366 0.373 -0.966
C 0.662 -3.154 -4.620
C -1.833 -3.409 -4.592
H 4.259 0.384 -5.350
H -2.181 2.017 -7.101
H 3.761 0.175 -3.661
H 1.518 -2.781 -5.185
H 1.265 0.956 3.620
C 2.192 2.135 -4.717
O 1.203 0.043 -4.094
C 1.749 0.385 -6.455
H 2.616 2.318 -3.729
H 2.538 0.745 -7.116
C -2.347 1.742 -4.967
H 3.417 -1.092 -4.846
C -2.349 2.621 -6.209
O 0.780 0.906 1.231
O -0.819 -1.345 -5.295
H -3.639 2.983 -3.757
C 0.196 0.823 3.505
H -1.742 -4.497 -4.610
H 1.186 2.552 -4.748
H -1.528 0.007 0.726
H -1.916 3.394 -3.648
H 1.607 -0.682 -6.632
H -1.883 -3.079 -3.555
C -0.100 0.602 2.042
C -3.367 0.618 -5.112
O -1.020 1.210 -4.865
H -1.542 -2.845 -7.259
H -1.960 -0.145 2.405
*
```

## Properties
orbital gap: 7.95 eV
LUMO: -0.252 eV

Results of the Mulliken charge analysis, in e, for atoms 1 through 2: 0.5581, -0.6779



Question: Number 5 is which compound?
Answer: F2O2S



Question: Which formula does entry 1 have?
Answer: C5H7NO



Question: Number 7 is which compound?
Answer: C4H11NO4S